The following is a DFT calculation (ωB97M-V/def2-TZVPD) of a structure of composition C42H114F3N6O16V in a non-equilibrium geometry.

Each line ends with the Mulliken spin population.
Atoms and positions in Å:
O (14.68658, 12.45935, 13.65148)  -0.3031
V (14.28040, 12.40176, 15.20014)  1.3070
C (16.20075, 13.71155, 16.88371)  0.0198
O (15.81999, 13.99974, 15.51284)  -0.0062
O (15.28995, 12.70913, 17.24302)  0.0007
C (17.77127, 13.41418, 17.12776)  -0.0049
F (18.34524, 12.58502, 16.26206)  -0.0010
F (18.45684, 14.54137, 17.05910)  0.0000
F (18.08325, 12.91672, 18.28872)  0.0000
C (15.80125, 15.39754, 15.16940)  0.0101
C (15.58330, 15.61176, 13.62028)  0.0172
H (15.29296, 16.64466, 13.42816)  -0.0005
H (16.37159, 15.22971, 12.97162)  0.0001
H (14.67429, 15.09703, 13.30910)  -0.0090
H (16.76060, 15.87194, 15.37600)  0.0021
H (14.97573, 15.94731, 15.62146)  -0.0195
H (15.93627, 14.58136, 17.48504)  -0.0136
C (17.42396, 18.45707, 19.48214)  0.0001
C (16.68846, 17.12357, 19.40408)  -0.0007
C (17.21182, 16.00583, 20.37136)  0.0003
O (18.57424, 15.72104, 20.34376)  0.0000
C (18.94383, 14.60027, 21.13764)  0.0001
N (15.33218, 17.51409, 19.67360)  0.0001
H (17.08895, 19.19384, 18.75204)  0.0000
H (18.48934, 18.27875, 19.33628)  0.0000
H (17.32119, 18.92244, 20.46244)  0.0000
H (16.68033, 16.74612, 18.38155)  0.0001
H (16.66262, 15.09754, 20.12339)  -0.0004
H (17.01240, 16.24745, 21.41538)  -0.0001
H (18.46445, 14.55533, 22.11552)  0.0000
H (20.02642, 14.59871, 21.26454)  0.0000
H (18.55046, 13.71468, 20.63854)  0.0000
H (15.05492, 18.20893, 18.99506)  0.0000
H (14.71836, 16.74650, 19.44094)  -0.0005
C (15.47000, 12.54692, 21.37776)  -0.0001
C (15.05363, 11.20753, 20.72686)  -0.0003
C (13.66216, 11.14171, 20.23621)  0.0002
O (13.46007, 9.83410, 19.62862)  0.0001
C (12.18051, 9.69678, 19.02372)  -0.0004
N (15.99437, 10.94663, 19.61518)  -0.0013
H (15.09972, 13.43828, 20.87133)  -0.0001
H (16.54558, 12.66473, 21.50948)  -0.0001
H (14.95656, 12.54414, 22.33924)  0.0000
H (15.24793, 10.43127, 21.46696)  -0.0002
H (13.54384, 11.90462, 19.46674)  -0.0004
H (12.89656, 11.26800, 21.00172)  -0.0001
H (11.92688, 8.70119, 18.65961)  0.0000
H (12.12748, 10.37530, 18.17231)  0.0003
H (11.43913, 10.02474, 19.75233)  0.0001
H (15.84252, 11.68843, 18.94676)  0.0022
H (15.70324, 10.13436, 19.09024)  -0.0002
C (14.94707, 14.43618, 8.09464)  0.0000
C (15.46613, 14.33571, 9.50698)  0.0004
C (16.14634, 13.04507, 9.92460)  -0.0005
O (16.47570, 13.22079, 11.25758)  0.0010
C (17.50400, 12.26839, 11.59660)  -0.0010
N (16.27967, 15.49358, 9.77362)  0.0000
H (15.77828, 14.71366, 7.44642)  0.0000
H (14.23057, 15.22629, 7.87002)  0.0000
H (14.51802, 13.48849, 7.76922)  0.0000
H (14.62776, 14.35919, 10.20318)  -0.0003
H (17.03918, 12.88660, 9.31978)  -0.0001
H (15.46891, 12.19835, 9.81394)  0.0001
H (17.20929, 11.22865, 11.45456)  0.0003
H (17.78166, 12.45594, 12.63382)  0.0002
H (18.43271, 12.43298, 11.05024)  -0.0001
H (16.43927, 15.35324, 10.76100)  0.0000
H (17.17725, 15.32484, 9.34236)  0.0000
C (11.86721, 15.92685, 20.59598)  -0.0003
C (12.35082, 14.83705, 19.65054)  -0.0008
C (11.19495, 13.97794, 19.15796)  -0.0011
O (10.50884, 13.27398, 20.20274)  0.0000
C (9.51141, 12.35383, 19.70662)  0.0001
N (13.11391, 15.43652, 18.56274)  0.0011
H (12.66947, 16.61568, 20.86053)  0.0000
H (11.44271, 15.41535, 21.45984)  0.0000
H (11.05272, 16.53150, 20.19710)  0.0000
H (12.98136, 14.19740, 20.26810)  0.0000
H (11.52160, 13.20338, 18.46410)  0.0025
H (10.49361, 14.59757, 18.59914)  -0.0001
H (8.68437, 12.89312, 19.24482)  0.0000
H (9.08527, 11.79593, 20.54043)  0.0000
H (9.89022, 11.64861, 18.96684)  -0.0001
H (12.56123, 15.91799, 17.86788)  0.0000
H (13.60902, 14.77769, 17.97886)  0.0002
C (25.43521, 10.11559, 20.08996)  0.0000
C (23.97825, 9.83707, 19.77922)  0.0000
C (23.31657, 11.01197, 18.97538)  0.0000
O (21.99583, 10.67543, 18.71385)  0.0000
C (21.20465, 11.73960, 18.14700)  -0.0001
N (23.87066, 8.62712, 18.93172)  0.0000
H (26.05311, 9.36343, 20.58041)  0.0000
H (25.46735, 10.99468, 20.73360)  0.0000
H (26.01259, 10.40990, 19.21354)  0.0000
H (23.43101, 9.66389, 20.70584)  0.0000
H (23.83081, 11.09545, 18.01796)  0.0000
H (23.39838, 11.97724, 19.47506)  0.0000
H (21.06333, 12.46833, 18.94516)  0.0000
H (20.23390, 11.45819, 17.73890)  0.0000
H (21.75616, 12.27642, 17.37514)  0.0000
H (24.49178, 8.65158, 18.13564)  0.0000
H (22.95390, 8.82027, 18.55442)  0.0000
C (12.72082, 19.69082, 18.95810)  0.0000
C (13.35548, 19.69894, 17.59442)  -0.0001
C (14.06989, 20.93135, 17.15734)  0.0000
O (13.17479, 22.07422, 17.22574)  0.0000
C (13.87108, 23.33759, 17.17244)  0.0000
N (14.21723, 18.54715, 17.24930)  0.0002
H (12.26883, 18.72461, 19.18222)  0.0000
H (11.91555, 20.41951, 19.05113)  0.0000
H (13.44163, 19.97163, 19.72600)  0.0000
H (12.46449, 19.56979, 16.97998)  0.0000
H (14.57331, 20.82483, 16.19644)  0.0000
H (14.88063, 21.03895, 17.87789)  0.0000
H (14.38868, 23.47978, 16.22376)  0.0000
H (14.66048, 23.44022, 17.91702)  0.0000
H (13.19466, 24.19218, 17.18774)  0.0000
H (14.56954, 18.55440, 16.30276)  0.0003
H (13.56569, 17.77589, 17.27658)  -0.0002
C (12.46078, 18.14761, 14.16208)  0.0001
C (11.56755, 17.48356, 15.22674)  -0.0001
O (12.26090, 16.59503, 16.05100)  -0.0002
H (13.25370, 18.65182, 14.71446)  -0.0001
H (11.93673, 18.96289, 13.66330)  0.0000
H (12.86223, 17.40452, 13.47304)  0.0000
H (10.77121, 16.82730, 14.87564)  0.0000
H (11.09935, 18.25175, 15.84216)  0.0001
H (12.33197, 15.69842, 15.71538)  0.0001
C (20.85791, 11.20908, 14.41188)  0.0002
C (21.38148, 11.14741, 12.99320)  0.0000
O (21.29334, 9.77265, 12.61022)  0.0000
H (20.86127, 12.27020, 14.66112)  0.0000
H (21.50083, 10.58700, 15.03458)  0.0000
H (19.83484, 10.85754, 14.54552)  0.0001
H (22.37172, 11.58689, 12.87328)  0.0000
H (20.70215, 11.67067, 12.32028)  0.0000
H (21.75217, 9.72654, 11.76822)  0.0000
C (11.33025, 15.75204, 10.12064)  0.0000
C (11.17033, 15.52843, 11.61960)  0.0002
O (12.35284, 15.02821, 12.18150)  0.0014
H (12.19916, 16.37020, 9.89484)  0.0000
H (10.47353, 16.18794, 9.60670)  0.0000
H (11.62786, 14.81303, 9.65396)  0.0000
H (10.34555, 14.85085, 11.84036)  0.0000
H (10.96664, 16.46702, 12.13502)  -0.0001
H (12.27185, 14.91667, 13.13154)  0.0008
C (17.97339, 18.77540, 15.74634)  0.0002
C (18.14754, 17.97402, 14.43922)  -0.0004
O (19.10058, 18.50609, 13.54406)  0.0000
H (17.43452, 18.21194, 16.50806)  -0.0002
H (17.46089, 19.73425, 15.66856)  0.0000
H (18.91725, 19.09685, 16.18668)  0.0000
H (17.23417, 17.65790, 13.93532)  0.0001
H (18.51413, 16.97986, 14.69484)  0.0000
H (19.12219, 18.02976, 12.71086)  0.0000
C (13.48478, 19.51904, 10.15442)  0.0000
C (14.48323, 18.40337, 10.38208)  0.0000
O (15.00779, 17.88701, 9.17724)  0.0000
H (13.47332, 20.12571, 11.05990)  0.0000
H (12.52052, 19.01962, 10.06020)  0.0000
H (13.66010, 20.11690, 9.26003)  0.0000
H (14.03752, 17.55222, 10.89684)  0.0000
H (15.27261, 18.63267, 11.09790)  0.0000
H (15.27296, 17.00749, 9.45604)  0.0000
C (16.40295, 8.97389, 13.65754)  0.0006
C (16.87630, 9.89099, 14.77634)  -0.0026
O (15.70853, 10.42751, 15.40978)  0.0026
H (17.19981, 8.75677, 12.94620)  -0.0002
H (15.58632, 9.33086, 13.03000)  -0.0004
H (16.06351, 8.06406, 14.15260)  0.0001
H (17.50456, 10.67340, 14.35064)  0.0007
H (17.50563, 9.38451, 15.50814)  0.0011
H (15.47893, 9.72854, 16.02648)  -0.0038
C (19.79337, 8.77552, 20.66464)  0.0000
C (19.43896, 10.19639, 20.28714)  0.0000
O (18.30195, 10.46995, 21.12938)  0.0000
H (20.50252, 8.38369, 19.93548)  0.0000
H (18.89488, 8.15850, 20.67516)  0.0000
H (20.18462, 8.72019, 21.68048)  0.0000
H (19.09667, 10.33630, 19.26178)  0.0000
H (20.21230, 10.92491, 20.53064)  0.0000
H (17.55748, 10.78939, 20.61428)  0.0001

energy above the lowest of the compared OMol25 structures with the same formula, charge and spin: 608.1 kJ/mol
HOMO (alpha / beta): -10.27 / -10.27 eV
expectation value of S²: 0.808
max |F|: 5.840 eV/A
charge: +1
DFT total energy: -4443.993767 hartree
2S+1: 2